This record from the Open Molecules 2025 dataset describes 8 unconnected molecules or ions with the total composition C53H102F5N4O13. The level of theory is ωB97M-V with the def2-TZVPD basis set.

CARTESIAN COORDINATES (ANGSTROEM)
C (-6.0357, 0.5685, -1.6810)
C (-5.1707, -0.3818, -0.8406)
O (-5.6083, -1.7208, -1.0056)
C (-4.5754, -2.6923, -1.1267)
C (-4.2952, -3.0314, -2.5925)
O (-3.0418, -2.5519, -3.0833)
C (-1.9116, -3.1212, -2.4395)
C (-1.1175, -2.0496, -1.7106)
O (-0.1492, -1.4304, -2.5708)
C (-0.7007, -0.3096, -3.1935)
N (0.3284, 0.2903, -4.0782)
O (1.3497, -0.6666, -4.4281)
C (0.9366, -1.4270, -5.4059)
N (0.6055, -2.2217, -6.1654)
C (0.9951, 1.3688, -3.4475)
N (1.9673, 1.0682, -2.6537)
C (2.7185, 2.0119, -1.8136)
C (3.2496, 1.2709, -0.5753)
C (2.5520, 1.6980, 0.7252)
C (1.3477, 0.8198, 1.0763)
F (0.2273, 1.5783, 1.2210)
F (1.0763, -0.0851, 0.0946)
C (1.5069, 0.0283, 2.3876)
F (2.5557, -0.7942, 2.3027)
F (0.4069, -0.6864, 2.6175)
F (1.7114, 0.8579, 3.4103)
N (0.6350, 2.6826, -3.6061)
C (-0.7557, 2.9956, -3.2147)
C (-0.9472, 4.5014, -2.9973)
C (-1.6550, 4.8256, -1.6783)
C (-0.8542, 4.3984, -0.4521)
C (-1.6010, 4.6530, 0.8642)
O (-2.9310, 4.1811, 0.8421)
C (-3.0076, 2.7752, 0.8067)
C (1.1187, 3.2609, -4.8905)
C (0.1009, 3.4390, -6.0170)
C (-0.4571, 2.1672, -6.7003)
C (-1.9692, 1.9546, -6.5458)
O (-2.3004, 1.0478, -5.5072)
C (-3.5732, 1.2661, -4.9169)
H (-5.4104, 1.3641, -2.0921)
H (-6.8166, 1.0311, -1.0827)
H (-6.4634, 0.0139, -2.5139)
H (-4.1236, -0.2687, -1.1431)
H (-5.2560, -0.1211, 0.2194)
H (-4.9038, -3.5879, -0.6064)
H (-3.6786, -2.3345, -0.6155)
H (-5.0634, -2.5402, -3.1885)
H (-4.3646, -4.1067, -2.7842)
H (-1.2627, -3.5451, -3.2131)
H (-2.1847, -3.9268, -1.7518)
H (-1.8335, -1.3006, -1.3571)
H (-0.6028, -2.4370, -0.8312)
H (-1.5989, -0.5378, -3.7682)
H (-0.9563, 0.4476, -2.4405)
H (2.2099, 0.0866, -2.5392)
H (2.0302, 2.7932, -1.5011)
H (3.5124, 2.4719, -2.4002)
H (3.1792, 0.1934, -0.7130)
H (4.3113, 1.4948, -0.4917)
H (3.2813, 1.6901, 1.5330)
H (2.1792, 2.7202, 0.6619)
H (-0.8993, 2.5180, -2.2455)
H (-1.4968, 2.5624, -3.8903)
H (0.0295, 4.9935, -2.9757)
H (-1.4804, 4.9408, -3.8414)
H (-2.6531, 4.3851, -1.6511)
H (-1.7688, 5.9102, -1.6182)
H (-0.5866, 3.3380, -0.4564)
H (0.0835, 4.9629, -0.3947)
H (-1.6266, 5.7141, 1.1085)
H (-1.0624, 4.1249, 1.6623)
H (-2.1665, 2.3016, 1.3209)
H (-3.0755, 2.3899, -0.2219)
H (-3.9147, 2.4632, 1.3227)
H (1.9225, 2.6135, -5.2569)
H (1.5816, 4.2324, -4.7025)
H (0.6588, 3.9952, -6.7744)
H (-0.7189, 4.0954, -5.7257)
H (0.0972, 1.2818, -6.3927)
H (-0.2938, 2.2647, -7.7743)
H (-2.4592, 2.9229, -6.3942)
H (-2.3523, 1.5571, -7.4930)
H (-3.5218, 1.0089, -3.8552)
H (-3.8814, 2.3126, -4.9848)
H (-4.3238, 0.6205, -5.3779)
C (-2.2740, -7.1969, 0.6984)
C (-2.1159, -6.3660, 1.9699)
C (-2.4364, -4.9649, 1.4685)
O (-3.3794, -5.1232, 0.4049)
C (-3.4521, -6.5075, 0.0279)
H (-2.4496, -8.2543, 0.8798)
H (-1.3798, -7.1093, 0.0770)
H (-2.8509, -6.6764, 2.7152)
H (-1.1262, -6.4350, 2.4192)
H (-1.5388, -4.4716, 1.0733)
H (-2.8728, -4.3239, 2.2362)
H (-4.4047, -6.9132, 0.3814)
H (-3.4279, -6.5813, -1.0603)
C (8.5197, 0.0392, -1.2332)
C (8.5924, 1.0807, -2.3472)
C (7.1331, 1.1905, -2.7628)
O (6.3578, 0.9336, -1.5834)
C (7.2076, 0.4022, -0.5551)
H (9.3660, 0.0696, -0.5499)
H (8.4608, -0.9642, -1.6594)
H (8.9455, 2.0338, -1.9486)
H (9.2423, 0.7951, -3.1719)
H (6.8782, 0.4410, -3.5191)
H (6.8739, 2.1772, -3.1500)
H (7.3557, 1.1721, 0.2091)
H (6.7139, -0.4541, -0.0944)
C (0.5578, -1.0793, 7.3923)
C (0.6515, -1.3656, 5.8973)
C (2.0206, -2.0247, 5.7919)
O (2.2387, -2.6982, 7.0292)
C (1.2530, -2.2975, 7.9844)
H (-0.4628, -0.9554, 7.7531)
H (1.1172, -0.1719, 7.6325)
H (-0.1312, -2.0739, 5.6118)
H (0.5519, -0.4856, 5.2657)
H (2.8092, -1.2752, 5.6540)
H (2.0868, -2.7484, 4.9775)
H (0.5499, -3.1245, 8.1295)
H (1.7421, -2.0902, 8.9362)
C (1.0154, -11.3445, 0.8892)
C (0.0730, -12.3747, 0.2719)
C (-1.2451, -11.6135, 0.2540)
O (-0.9090, -10.2319, 0.0853)
C (0.4952, -10.0501, 0.2795)
H (2.0663, -11.5215, 0.6665)
H (0.8944, -11.3274, 1.9745)
H (0.3883, -12.6095, -0.7468)
H (0.0128, -13.3058, 0.8326)
H (-1.7840, -11.7308, 1.2001)
H (-1.9038, -11.9191, -0.5591)
H (0.9619, -9.8541, -0.6921)
H (0.6554, -9.1818, 0.9214)
C (-3.5005, 0.6287, 5.7918)
C (-1.9833, 0.7871, 5.8616)
C (-1.6451, 1.1320, 4.4178)
O (-2.7715, 1.8408, 3.8976)
C (-3.8780, 1.7194, 4.7989)
H (-3.9982, 0.7455, 6.7528)
H (-3.7578, -0.3543, 5.3913)
H (-1.7221, 1.6187, 6.5203)
H (-1.4640, -0.1029, 6.2145)
H (-1.4912, 0.2263, 3.8192)
H (-0.7571, 1.7609, 4.3263)
H (-4.0275, 2.6802, 5.3012)
H (-4.7769, 1.4849, 4.2277)
C (-0.0745, 2.5661, 8.1912)
C (-0.7900, 2.0028, 9.4151)
C (-0.5965, 3.1216, 10.4297)
O (-0.5527, 4.3369, 9.6787)
C (-0.4240, 4.0459, 8.2882)
H (-0.3942, 2.1161, 7.2511)
H (1.0044, 2.4233, 8.2905)
H (-1.8525, 1.8691, 9.1978)
H (-0.3903, 1.0495, 9.7588)
H (0.3497, 3.0079, 10.9691)
H (-1.4042, 3.1822, 11.1591)
H (-1.3782, 4.2594, 7.7935)
H (0.3401, 4.6950, 7.8586)
C (4.3698, 7.4659, -7.1165)
C (5.1124, 6.5110, -6.1854)
C (4.1410, 6.4055, -5.0181)
O (2.8291, 6.5591, -5.5681)
C (2.9259, 7.0289, -6.9191)
H (4.6891, 7.4025, -8.1550)
H (4.5022, 8.4961, -6.7809)
H (5.2363, 5.5378, -6.6663)
H (6.0951, 6.8684, -5.8832)
H (4.3102, 7.2022, -4.2868)
H (4.1995, 5.4447, -4.5009)
H (2.6638, 6.2085, -7.5964)
H (2.2107, 7.8383, -7.0634)

**Net charge**: +1
**Lowest unoccupied orbital energy**: -3.38 eV
**Max |F|**: 0.778 eV Å⁻¹
**HOMO-LUMO gap**: 7.39 eV